Entry 1:
The following is a quantum chemistry calculation of 2 unconnected molecules or ions with the total composition C2H8NO, from the OMol25 dataset.

The geometry in XYZ format:
```
12
Properties=species:S:1:pos:R:3:forces:R:3:nbo_charge:R:1
O -2.55012 -0.09554 -0.05275 -1.6 1.3 0.7 -1.326
H -3.30682 0.50834 0.23743 1.6 -1.2 -0.6 0.401
C 0.49298 -0.58096 -1.08079 1.4 1.6 -0.7 -0.380
N 0.07376 -0.46914 0.25412 -0.4 -0.2 1.3 -0.689
C 0.90375 0.40360 1.00475 -0.7 2.1 -0.2 -0.394
H -0.26669 -0.95632 -1.72103 -0.8 -0.2 -0.5 0.211
H 1.36870 -1.22404 -1.19296 0.2 -0.4 0.1 0.141
H 0.88817 0.43286 -1.47499 -0.7 -0.9 0.0 0.112
H -0.95997 -0.21283 0.38806 0.4 -0.3 -0.8 0.465
H 0.80569 1.52360 0.71600 -0.1 -1.0 0.0 0.115
H 0.57948 0.40141 2.03492 0.3 -0.2 0.5 0.186
H 1.97109 0.26902 0.88723 0.4 -0.7 0.2 0.158
```
Positions in Å, forces in eV/Å.

Summary:
Lowest unoccupied orbital energy in eV: 4.44
E in Eh: -210.95628
Net charge: -1
Gap between HOMO and LUMO in eV: 7.235
Energy relative to the best compared isomer or geometry (same formula, charge and spin) in kJ/mol: 73.4

=====

Entry 2:
The following is a quantum chemistry calculation of a molecular structure, C25H28Cl5CoO2, from the OMol25 dataset.

The geometry in XYZ format:
```
61
Properties=species:S:1:pos:R:3:forces:R:3:lowdin_spin:R:1
O -0.39485 0.39650 -5.93049 -0.4 0.9 -2.1 0.000
C -0.64444 1.50908 -6.86858 -0.4 0.3 0.3 0.000
C -0.03027 0.77290 -8.05679 0.0 0.0 0.6 0.000
H -0.12198 2.45707 -6.63820 -0.4 -0.7 0.2 0.000
H -1.74028 1.67514 -6.94771 0.6 0.1 0.0 0.000
C -0.02053 -0.42444 -7.08012 0.0 -0.5 -0.7 0.000
H 0.98349 1.13812 -8.29688 -0.5 -0.2 0.0 0.000
H -0.66231 0.69345 -8.94021 0.1 -0.1 0.0 0.000
C 1.32769 -1.07296 -6.93993 0.4 -0.3 0.2 0.000
H 2.12137 -0.32527 -6.87800 -0.2 -0.2 0.2 0.000
H 1.52411 -1.70988 -7.81341 -0.1 0.1 0.2 0.000
H 1.34548 -1.69633 -6.03690 0.1 0.1 -0.2 0.000
C -1.09503 -1.46263 -7.38664 -0.1 0.0 0.2 0.000
H -2.07149 -1.00144 -7.56320 0.1 0.0 0.0 0.000
H -1.20581 -2.14744 -6.54005 0.1 0.0 -0.1 0.000
H -0.81215 -2.04663 -8.27223 -0.1 0.1 0.2 0.000
Co 0.02817 0.03520 -0.43209 0.9 -0.3 1.0 2.306
C -2.27974 -0.70092 0.48758 0.1 0.8 -0.5 0.065
C -1.80666 0.64867 0.44831 -1.8 0.3 -1.0 0.067
C -1.57398 1.00542 -0.93867 -1.8 -0.4 0.0 -0.022
H -1.84620 1.35028 1.27038 0.1 -0.1 -0.1 0.003
C -1.69932 -0.23019 -1.69923 -1.5 0.9 0.4 0.051
C -2.26349 -1.21842 -0.81612 0.1 0.7 -0.2 0.115
H -2.65513 -2.18603 -1.10975 0.5 0.0 0.0 0.008
H -2.61349 -1.20185 1.38814 0.2 -0.1 -0.1 0.002
H -1.51928 2.00825 -1.34673 0.3 -0.2 0.2 0.000
H -1.57406 -0.32583 -2.78019 -0.1 0.0 0.4 0.002
C 0.63624 -2.46970 0.79891 0.6 0.6 -0.9 0.130
C 0.04046 -3.01051 -0.36441 0.8 -0.2 -0.2 0.024
C 0.51401 -2.31656 -1.50210 0.8 -0.2 0.7 0.144
H -0.64661 -3.85898 -0.36172 0.1 0.4 -0.1 -0.001
C 1.39698 -1.24850 -1.06274 0.5 -2.3 1.0 -0.016
C 1.43031 -1.33066 0.41141 0.6 -2.0 -0.9 -0.022
H 2.23186 -0.89551 1.00854 -0.5 0.0 -0.1 -0.002
H 0.60296 -2.91892 1.79320 -0.3 0.5 -0.2 0.007
H 0.32967 -2.59188 -2.54373 -0.2 0.3 0.4 0.007
H 2.22867 -0.84143 -1.62767 -0.4 0.1 0.1 0.002
O 2.12991 0.98975 -4.94188 -0.7 1.2 0.0 0.000
C 1.22576 0.59503 -3.90001 0.3 -0.9 0.8 0.001
C 0.32746 1.76921 -3.48805 0.6 0.1 0.5 0.003
H 1.85267 0.29198 -3.05089 -0.3 0.2 -0.3 0.000
H 0.64913 -0.28908 -4.18931 0.3 0.3 -0.1 0.000
C 0.87224 2.95866 -4.29511 0.0 -0.2 -0.5 0.001
H 0.56327 1.94283 -2.41930 -0.9 0.0 -0.9 0.003
H -0.74582 1.59904 -3.61787 0.3 0.0 -0.1 0.000
C 2.20835 2.42388 -4.86382 0.2 -0.1 0.6 0.000
H 1.05097 3.83758 -3.67309 0.0 0.0 0.0 0.000
H 0.16823 3.23774 -5.08369 0.2 0.1 0.2 0.000
H 2.98174 2.71293 -4.12768 0.0 -0.2 -0.3 0.000
H 2.50715 2.82030 -5.84261 -0.2 -0.1 0.1 0.000
Cl -0.00727 0.02210 2.96397 -0.2 0.1 0.1 0.009
C 0.78827 1.35600 2.18410 0.8 1.5 0.4 0.008
C 0.94842 1.38843 0.80310 0.4 -0.3 -0.2 0.069
C 1.83898 2.29386 0.25662 0.3 1.0 1.9 0.014
Cl 2.49886 2.06625 -1.34245 0.4 0.3 0.4 0.015
C 2.38259 3.33222 1.04781 -0.4 -0.9 0.6 0.005
Cl 3.40509 4.51112 0.35672 0.4 0.5 -0.2 0.005
C 2.14671 3.36109 2.44530 -0.6 -1.1 -0.9 -0.005
Cl 2.92497 4.51316 3.43718 0.1 0.4 0.2 -0.002
C 1.36134 2.34394 3.03224 0.1 -0.3 -1.5 0.004
Cl 1.14770 2.28703 4.72867 0.0 0.1 0.4 0.004
```
Positions in Å, forces in eV/Å.

Summary:
Lowest unoccupied orbital energy (spin up / spin down) in eV: 2.49 / 2.49
E in Eh: -4803.49899
Multiplicity: 4
⟨S²⟩: 3.80
Net charge: -1
Gap between HOMO and LUMO (spin up / spin down) in eV: 5.733 / 6.579
Energy relative to the best compared isomer or geometry (same formula, charge and spin) in kJ/mol: 0.0

=====

Entry 3:
The following is a quantum chemistry calculation of 12 unconnected molecules or ions with the total composition C12H48N24O12, from the OMol25 dataset.

The geometry in XYZ format:
```
96
Properties=species:S:1:pos:R:3:forces:R:3:mulliken_charge:R:1
N 1.94089 5.42710 -0.59365 -0.7 0.3 -1.0 -0.488
C 1.06618 4.40080 -0.44975 0.3 -0.5 1.1 0.830
N 1.30192 3.59509 0.63209 -0.3 0.1 -0.5 -0.220
O 0.14216 4.21468 -1.23746 0.1 0.0 0.3 -0.823
H 1.77463 5.89946 -1.46828 0.4 0.4 0.2 0.255
H 2.67736 5.70022 0.02402 0.1 -0.2 0.0 0.147
H 1.91681 3.88219 1.36913 0.1 -0.1 0.0 0.187
H 0.65144 2.84509 0.78903 0.0 0.0 0.1 -0.050
N -0.37138 -5.40552 -1.59876 -0.6 0.2 1.0 -0.396
C -0.55034 -4.66808 -0.43881 0.5 0.0 -0.8 0.719
N 0.60433 -4.12292 0.01951 -0.8 -0.3 0.2 -0.064
O -1.66653 -4.53178 0.05724 0.6 -0.2 -0.2 -0.809
H 0.47108 -5.32997 -2.13255 -0.1 -0.3 -0.1 0.107
H -1.15664 -5.98207 -1.84089 0.2 0.0 -0.5 0.222
H 1.46637 -4.37313 -0.41752 0.3 0.2 0.1 0.130
H 0.57084 -3.51098 0.82148 0.0 0.0 0.1 0.120
N -0.07215 3.14468 -3.90118 0.1 -0.3 -0.7 -0.080
C 1.14415 2.66063 -4.34037 -1.9 0.1 1.0 0.420
N 1.92853 2.47039 -3.24157 2.0 -0.4 -0.8 -0.127
O 1.41850 2.41197 -5.50314 0.3 0.2 0.3 -0.702
H -0.20436 3.26404 -2.90511 -0.2 0.4 -0.2 0.045
H -0.80018 3.30529 -4.57067 0.0 0.1 0.0 0.233
H 2.80159 2.02284 -3.47536 0.0 0.0 0.4 0.216
H 1.56353 2.31799 -2.31698 -0.3 0.0 -0.1 -0.109
N -2.68100 -3.58204 2.41600 0.1 0.4 0.1 -0.287
C -3.05538 -2.29932 2.64792 0.4 -1.2 -0.3 0.313
N -2.99317 -1.50124 1.53789 -0.8 0.7 0.6 -0.376
O -3.38898 -1.89794 3.77295 -1.3 -2.2 -0.9 -0.715
H -2.24428 -3.84187 1.51118 -0.2 0.0 0.8 0.340
H -2.40684 -4.03736 3.27108 0.0 -0.3 -0.2 0.264
H -3.29905 -0.55874 1.73231 0.2 0.0 -0.6 0.217
H -2.23615 -1.61580 0.88791 0.0 -0.1 -0.1 0.210
N -1.80390 4.37401 1.51826 0.4 0.3 0.3 -0.269
C -1.87756 3.46039 2.52631 -1.6 -0.1 -1.4 0.301
N -2.28767 3.91070 3.72060 0.3 0.0 1.7 -0.376
O -1.83707 2.24617 2.24543 0.9 0.2 0.0 -0.678
H -1.75089 5.35625 1.71896 0.0 0.0 0.0 0.210
H -1.58574 4.08954 0.57523 0.0 -0.2 0.0 -0.018
H -2.35537 4.87665 3.99013 0.1 0.2 -0.7 0.172
H -2.20972 3.30481 4.54859 0.1 -0.4 -0.7 0.258
N -0.11775 0.24347 0.82090 -0.3 0.8 1.4 0.656
C 0.11351 0.00599 -0.47960 0.4 0.7 -0.1 0.336
N 0.65871 -1.21223 -0.72127 -0.5 0.7 -0.2 0.432
O -0.13668 0.88637 -1.33443 -0.2 -0.7 0.0 -0.131
H 0.19203 -0.34779 1.57699 -0.1 -0.6 -0.5 -0.364
H -0.63814 1.04025 1.17454 0.0 0.2 -0.6 -0.066
H 1.10600 -1.59588 0.09318 0.0 -0.6 -0.4 -0.014
H 0.98210 -1.42152 -1.65596 0.3 0.1 0.2 -0.192
N -2.73439 0.27792 3.98082 -0.2 1.7 0.3 0.246
C -2.66237 0.84767 5.20621 1.2 1.9 -0.7 0.560
N -3.53894 0.45579 6.14415 -0.5 -0.8 -0.2 -0.396
O -1.82298 1.73965 5.45849 -0.1 -0.6 0.3 -0.890
H -3.58770 -0.21047 3.74212 0.5 -0.1 0.3 0.303
H -2.28411 0.78307 3.22028 0.0 0.5 0.5 -0.053
H -4.33660 -0.06326 5.81744 -0.1 -0.1 0.6 0.197
H -3.48336 0.89263 7.04356 -0.2 0.0 0.0 0.253
N 3.43400 -0.22384 0.13221 -0.5 -0.1 0.6 0.180
C 4.43071 0.57501 -0.30682 0.5 0.7 0.0 0.473
N 4.54984 0.58554 -1.67049 0.3 0.1 0.5 -0.303
O 5.15514 1.26672 0.41014 -0.5 -0.5 -0.2 -0.731
H 3.27756 -0.28151 1.12287 0.2 0.1 0.0 0.096
H 3.10121 -0.98040 -0.44173 0.2 -0.1 0.0 -0.032
H 3.84194 0.18483 -2.26260 0.2 0.0 -0.2 0.145
H 5.35079 1.11267 -1.96948 -0.3 -0.1 -0.6 0.207
N -0.32207 -0.33748 -3.88367 0.5 -0.3 0.3 -0.177
C 0.83961 -0.83493 -4.36602 0.6 0.3 -0.5 0.660
N 0.80667 -1.07084 -5.70282 -0.2 -0.4 -0.1 -0.403
O 1.87094 -1.05452 -3.70572 -0.8 0.2 0.3 -0.724
H -1.04955 -0.26083 -4.56766 -0.3 0.5 0.3 0.212
H -0.27152 0.24882 -3.04440 -0.3 -0.2 0.0 0.026
H 1.56842 -1.51804 -6.17546 0.1 0.0 0.1 0.241
H -0.04074 -0.89100 -6.20511 0.1 0.0 -0.3 0.126
N -3.08315 2.67989 -2.70280 0.4 -1.0 -0.3 -0.281
C -3.67624 2.41893 -1.51127 0.2 1.9 1.2 0.493
N -2.80752 1.92487 -0.56671 -0.6 -0.6 0.4 -0.029
O -4.79214 2.83445 -1.21571 0.2 -0.6 -0.2 -0.710
H -2.22514 2.17980 -2.86168 0.1 0.5 -0.5 0.152
H -3.49318 3.32557 -3.34733 -0.1 -0.2 -0.1 0.170
H -3.13590 2.04126 0.37710 0.0 -0.2 0.0 0.160
H -1.82881 1.68054 -0.69320 -0.3 0.2 -0.5 -0.073
N 4.12250 -4.81698 -1.80950 0.0 0.6 1.5 -0.425
C 3.35390 -3.70209 -2.00840 -0.2 0.2 0.0 0.315
N 2.69268 -3.63446 -3.18090 -0.6 -0.4 -0.2 -0.353
O 3.21464 -2.81160 -1.16574 0.6 -0.7 0.1 -0.508
H 4.51452 -4.82386 -0.88035 0.2 -0.3 -0.2 0.250
H 4.38641 -5.54392 -2.44370 -0.2 0.2 -0.4 0.172
H 2.02730 -2.85705 -3.19114 0.3 -0.2 -0.5 0.146
H 2.41078 -4.52958 -3.54794 0.0 0.2 -0.4 0.245
N -0.61624 -1.85619 4.29048 -0.1 0.6 0.7 -0.272
C 0.34950 -2.16566 3.41033 -0.2 -1.1 0.8 0.470
N 1.56099 -2.50487 3.95998 -0.4 0.4 -0.5 -0.449
O 0.09817 -2.29127 2.20819 0.8 0.5 -0.4 -0.421
H -0.42953 -1.58566 5.24261 0.5 -0.2 0.0 0.265
H -1.47620 -1.40840 3.99890 -0.1 -0.2 -0.4 0.112
H 2.31976 -2.70274 3.33651 0.1 -0.2 0.1 0.205
H 1.65467 -2.61502 4.95043 0.2 0.1 0.0 0.167
```
Positions in Å, forces in eV/Å.

Summary:
Lowest unoccupied orbital energy in eV: 0.12
SMILES: NC(N)=O.NC(N)=O.NC(N)=O.NC(N)=O.NC(N)=O.NC(N)=O.NC(N)=O.NC(N)=O.NC(N)=O.NC(N)=O.NC(N)=O.NC(N)=O
E in Eh: -2703.61069
Net charge: 0
Gap between HOMO and LUMO in eV: 9.027
Energy relative to the best compared isomer or geometry (same formula, charge and spin) in kJ/mol: 132.1

=====

Entry 4:
The following is a quantum chemistry calculation of a molecular structure, C47H51AsInN2O3PSb2, from the OMol25 dataset.

The geometry in XYZ format:
```
108
Properties=species:S:1:pos:R:3:forces:R:3:mulliken_charge:R:1
In 0.51710 0.13240 -0.78168 -0.7 0.0 1.1 0.037
C -1.87203 1.45946 -3.46560 0.1 0.1 -0.1 -0.840
C -2.88726 0.35539 -3.16470 -0.2 0.0 0.1 -0.860
C -2.35249 -1.07462 -3.27409 0.1 0.0 -0.1 -1.166
Sb -1.32952 -1.81203 -1.54790 0.0 -0.2 -0.1 1.500
C -0.43852 -3.62748 -2.19318 0.0 0.0 0.0 0.371
C 0.27853 -4.39348 -1.27152 0.0 0.0 0.1 -0.356
C 0.87668 -5.58929 -1.66070 -0.1 0.0 0.0 -1.109
C 0.76087 -6.02816 -2.97885 -0.1 0.0 0.0 -0.703
C 0.04508 -5.27064 -3.90139 0.0 -0.1 0.0 -0.592
C -0.55149 -4.07485 -3.51072 -0.1 0.1 -0.1 -0.617
C -2.80122 -2.36376 -0.16802 0.0 -0.1 0.0 0.679
C -3.27429 -1.42347 0.74477 0.1 0.1 0.0 -0.393
C -4.30776 -1.76692 1.60225 0.0 0.0 0.0 -0.556
C -4.85611 -3.04182 1.55585 0.0 0.0 0.0 -0.709
C -4.37608 -3.98098 0.65224 0.0 0.0 0.0 -0.797
C -3.34795 -3.64440 -0.21725 0.0 -0.1 0.0 -0.741
Sb -0.80496 2.28177 -1.80589 -0.1 0.2 -0.2 1.268
C 0.39737 3.80863 -2.59143 0.1 0.0 0.0 0.904
C 1.57310 4.15727 -1.92446 0.0 0.0 0.1 -0.766
C 2.35105 5.20547 -2.39720 0.0 0.0 0.0 -0.831
C 1.95921 5.89954 -3.53670 0.0 0.0 0.0 -0.527
C 0.79197 5.55058 -4.20161 0.1 0.0 0.0 -0.737
C 0.00631 4.50704 -3.72945 -0.1 -0.1 -0.1 -0.496
C -2.31762 3.02321 -0.56914 0.0 0.2 -0.2 0.807
C -2.52640 2.56740 0.72623 0.1 -0.1 0.0 0.339
C -3.58489 3.08488 1.46042 0.0 0.0 0.0 -0.853
C -4.41631 4.04701 0.90446 0.0 0.0 0.0 -0.768
C -4.19989 4.50191 -0.39027 0.0 0.0 0.0 -0.822
C -3.14873 3.99042 -1.13474 0.0 0.0 0.0 -0.876
H -2.38008 2.33230 -3.88107 -0.1 0.0 0.0 0.552
H -1.13965 1.14708 -4.21226 0.0 0.0 0.0 0.542
H -3.68289 0.44427 -3.90758 0.0 0.0 0.0 0.533
H -3.38654 0.52228 -2.20412 0.0 0.0 0.0 0.287
H -1.67303 -1.16456 -4.12387 0.0 0.0 0.0 0.528
H -3.16976 -1.78070 -3.42843 0.0 0.0 0.0 0.613
H 0.35146 -4.08748 -0.23126 0.0 0.0 0.0 0.603
H 1.39621 -6.19684 -0.93056 0.0 0.0 0.0 0.467
H 1.19641 -6.97354 -3.27517 0.0 0.0 0.0 0.445
H -0.07580 -5.62576 -4.91677 0.0 0.0 0.0 0.506
H -1.12096 -3.51367 -4.24322 0.0 0.0 0.0 0.471
H -2.84388 -0.42963 0.79336 0.0 0.0 0.0 0.476
H -4.68984 -1.03948 2.30648 0.0 0.0 0.0 0.514
H -5.66606 -3.30653 2.22258 0.0 0.0 0.0 0.454
H -4.81030 -4.97113 0.61788 0.0 0.0 0.0 0.477
H -2.99150 -4.38429 -0.92506 0.0 0.0 0.0 0.475
H 1.86007 3.65495 -1.00359 0.0 0.0 0.0 0.567
H 3.23990 5.50937 -1.85878 0.0 0.0 0.0 0.492
H 2.55647 6.72696 -3.89611 0.0 0.0 0.0 0.445
H 0.48420 6.10035 -5.08089 0.0 0.0 0.0 0.459
H -0.90489 4.25957 -4.26156 0.0 0.0 0.0 0.370
H -1.87061 1.82645 1.16689 0.0 0.0 0.1 0.182
H -3.75721 2.74049 2.47131 0.0 0.0 0.0 0.525
H -5.23816 4.44936 1.48167 0.0 0.0 0.0 0.430
H -4.84701 5.25610 -0.81724 0.0 0.0 0.0 0.476
H -2.98577 4.36390 -2.14042 0.0 0.0 0.0 0.378
N 4.54565 1.33478 -2.68322 0.1 0.1 -0.1 -0.174
C 3.96579 0.17668 -3.46450 0.2 0.0 0.2 -1.156
P 2.71712 -0.75255 -2.46213 -0.3 0.1 -0.6 1.443
O 1.39528 -0.77395 -3.15714 0.2 -0.2 -0.1 -0.974
O 2.65224 -0.05340 -1.10249 0.3 -0.1 0.0 -0.640
C 3.23769 -2.50585 -2.24191 -0.1 -0.1 0.1 -0.633
N 2.55599 -3.39710 -3.23052 0.1 0.1 -0.1 -0.029
H 4.27662 1.28683 -1.69407 -0.1 0.0 0.1 0.194
H 4.21242 2.23307 -3.04775 0.0 0.0 0.0 0.331
H 5.56840 1.35628 -2.73581 0.0 0.0 0.0 0.430
H 4.79021 -0.45439 -3.79405 0.0 0.0 0.0 0.493
H 3.47040 0.57745 -4.34728 -0.1 -0.1 0.0 0.421
H 2.85682 -2.79485 -1.25909 0.1 0.1 0.0 0.132
H 4.30962 -2.69733 -2.25105 0.0 0.1 0.0 0.620
H 1.61974 -3.03196 -3.46894 0.1 0.1 0.0 0.180
H 2.36190 -4.32856 -2.82583 0.1 0.0 0.0 0.332
H 3.08532 -3.53280 -4.09428 0.0 0.0 0.0 0.410
O 0.10197 0.00521 1.23375 0.5 -0.1 -0.1 1.381
As 0.63425 0.11907 2.87236 -0.3 0.1 -0.1 0.947
C 2.53161 0.26095 2.93809 0.0 0.0 0.1 0.257
C 3.11203 1.04146 3.93497 0.0 0.1 0.0 -0.543
C 4.49249 1.05241 4.07790 0.0 0.0 0.0 -0.856
C 5.28459 0.28706 3.23413 0.0 0.0 0.0 -0.567
C 4.70049 -0.50250 2.24990 0.0 0.0 0.0 -0.847
C 3.32248 -0.52310 2.10451 0.0 -0.1 0.0 -0.204
C -0.15163 1.66417 3.64504 0.1 0.0 0.0 0.044
C 0.37955 2.91855 3.34325 0.0 0.1 0.0 -0.435
C -0.19670 4.05147 3.89205 0.0 0.0 0.0 -0.922
C -1.29039 3.93042 4.74281 0.0 0.0 0.0 -0.557
C -1.81710 2.68148 5.04095 0.0 0.0 0.0 -0.882
C -1.25205 1.53952 4.48855 -0.1 0.0 0.0 -0.482
C 0.01701 -1.45732 3.73802 0.1 0.0 0.0 0.038
C -0.53121 -2.49431 2.99449 -0.1 0.0 0.0 -0.262
C -0.93182 -3.65439 3.63928 0.0 0.0 0.0 -0.742
C -0.77571 -3.77423 5.01397 0.0 0.0 0.0 -0.633
C -0.22074 -2.73678 5.75250 0.0 0.0 0.0 -0.866
C 0.17933 -1.57145 5.11741 0.1 0.0 0.0 -0.397
H 2.50303 1.64507 4.59672 0.0 0.0 0.0 0.469
H 4.94707 1.65225 4.85457 0.0 0.0 0.0 0.465
H 6.35924 0.28875 3.35875 0.0 0.0 0.0 0.449
H 5.32546 -1.12569 1.62277 0.0 0.0 0.0 0.448
H 2.87029 -1.17860 1.36801 0.0 0.0 0.0 0.404
H 1.25181 3.01727 2.70611 0.0 0.0 0.0 0.574
H 0.21401 5.02862 3.67642 0.0 0.0 0.0 0.503
H -1.72504 4.81666 5.18607 0.0 0.0 0.0 0.468
H -2.65988 2.59407 5.71360 0.0 0.0 0.0 0.492
H -1.66831 0.56754 4.72426 0.0 0.0 0.0 0.472
H -0.68312 -2.38042 1.93035 0.0 0.0 -0.1 0.438
H -1.37658 -4.46418 3.07548 0.0 0.0 0.0 0.506
H -1.09247 -4.67928 5.51493 0.0 0.0 0.0 0.447
H -0.10205 -2.83426 6.82297 0.0 0.0 0.0 0.456
H 0.61237 -0.76819 5.70320 0.0 0.0 0.0 0.502
```
Positions in Å, forces in eV/Å.

Summary:
Lowest unoccupied orbital energy in eV: -10.08
E in Eh: -5403.30068
Net charge: +4
Gap between HOMO and LUMO in eV: 7.573
Energy relative to the best compared isomer or geometry (same formula, charge and spin) in kJ/mol: 0.0